1.
123
Properties=species:S:1:pos:R:3:forces:R:3 method="wB97M-V/def2-TZVPD" total_energy_ha=-2813.89293
H 1.87495 -4.24721 4.24812 -0.1 -0.6 -0.1
H 0.04222 -3.60414 -0.80591 -0.1 0.0 0.1
H 3.62394 -0.98070 6.75827 0.2 0.4 0.2
H 0.60807 -4.06748 -2.39721 -0.3 0.3 -0.4
C -4.13105 3.92713 1.62746 1.0 1.2 0.5
H -4.10900 -0.54161 -1.31794 0.7 0.4 -0.2
H -0.70266 -1.65243 3.81534 -0.2 -0.3 0.3
H 1.40842 -0.14064 7.11636 0.0 0.0 0.1
H -2.72269 4.69040 -5.91327 -0.2 0.0 0.1
C 0.66678 -3.11434 2.96882 -0.7 1.2 -0.3
O -5.73910 1.03815 -2.87622 -0.5 0.2 -0.2
H 3.74997 3.89824 1.71175 -0.7 0.2 0.5
O 0.89902 -0.29742 -1.88735 -0.4 1.2 0.4
H 4.87968 -5.24060 -2.23246 0.1 0.6 0.0
O 2.05984 2.66448 1.83813 -1.3 1.6 -0.7
H 3.79805 3.31248 -4.13005 -0.2 0.2 -0.2
H -2.70390 5.03314 -0.61825 -0.5 -0.3 0.9
H -3.88578 3.08698 -3.00711 -0.8 -0.3 -0.4
O 1.10785 0.04920 0.45094 0.6 0.2 0.1
O -1.80105 1.81840 1.53834 0.3 0.7 0.7
H 2.95153 -1.81277 5.44698 -0.6 0.2 -0.4
H -0.79928 -5.04210 1.51202 0.1 0.4 -0.2
C -4.95276 1.48039 -1.79662 1.2 -0.1 0.5
H 1.84970 1.75545 1.61204 -0.3 -0.7 -0.4
C 3.81993 -5.05610 -2.05645 -0.5 1.2 0.4
C 3.45005 -3.55422 -1.54428 1.9 -0.8 -0.2
H 0.42496 -3.59020 4.93200 0.0 -0.2 0.4
H -1.58825 0.35298 -4.73662 0.5 -0.7 0.2
H -0.68347 3.99535 0.88023 -1.8 0.5 -1.2
H -1.42182 1.17893 0.93099 -0.1 -0.2 -0.6
H 3.17943 2.82442 -2.53823 0.7 0.3 0.2
H -3.15947 -4.04324 -3.75976 -0.1 0.2 0.5
O -1.81000 4.80464 -0.35306 0.4 0.4 -0.2
C 0.81159 -4.10720 4.05375 -0.1 0.4 1.4
C 3.36038 -0.83729 5.71038 -0.4 0.5 -0.3
H 2.89224 1.53067 7.39096 -0.2 -0.2 0.1
H 3.31152 -5.26278 -2.99820 -0.1 0.4 -0.1
C -2.42403 -0.17367 -5.19729 -1.3 0.2 0.0
C 3.64533 2.46866 -3.45718 -0.2 0.3 0.3
H 3.65677 3.37086 -0.55803 -0.2 0.0 0.0
H 2.82680 -1.94146 -2.47486 -0.1 0.1 0.1
H -5.45839 2.24192 -1.20288 -0.6 -0.1 -0.1
H 3.93827 1.85009 6.05673 0.2 -0.2 -0.2
O 3.34096 -2.72477 -2.68382 -0.2 -0.4 -0.8
C -1.51242 -3.45472 -2.34419 0.8 -1.2 -1.0
O 0.09959 1.74845 -0.77978 -0.2 -0.6 -0.9
H -4.34125 4.42584 2.57361 -0.6 0.4 -0.1
H 5.56976 -2.96080 -0.88568 -0.2 0.1 -0.9
H -1.47747 -3.07348 2.99978 -0.3 0.1 0.2
C 2.36137 0.39101 5.57358 3.5 -0.1 0.9
O 2.76386 1.51348 -3.97152 -0.3 -0.5 -0.7
H -4.43166 0.40123 0.17896 0.4 0.5 -0.3
H -2.30907 1.65200 3.61490 0.1 0.8 -0.5
H 4.89563 2.26985 -0.04323 0.2 0.2 0.6
H -3.57897 2.13182 1.63016 0.2 -0.3 -0.3
H -2.56946 -5.34831 -2.62277 -0.8 0.4 0.6
H -2.21383 -2.93343 -1.69274 0.4 0.0 0.6
C -1.16117 4.88074 -1.63357 0.9 -0.6 0.7
C -0.67047 -2.34134 2.97126 0.3 -0.4 0.0
H -0.08742 4.77255 -1.48044 0.1 0.0 0.1
C -1.08985 4.00770 -5.16835 0.6 -0.4 1.3
H 0.24398 -5.03184 3.94906 0.2 0.0 -0.3
H 2.28188 0.72596 4.53937 -0.8 -0.6 -0.1
C 4.10225 1.95960 2.62285 0.1 0.8 0.1
H 1.44487 -2.36920 3.13452 0.3 0.2 -0.2
O -0.95158 -2.55486 -3.26329 -0.5 1.5 -1.3
Cl 0.27108 0.30108 -0.71490 0.9 -1.5 0.9
H 0.72198 3.60726 1.43793 2.3 -1.9 0.2
H 1.09080 -3.03718 1.15152 0.0 -0.2 -0.7
O -4.41565 2.58772 1.74726 -0.6 -0.8 -0.1
H -0.83228 -1.71182 2.09626 0.4 -0.2 -0.3
H -5.68821 0.07950 -2.87612 0.0 -0.1 -0.3
H -3.12756 0.64381 -5.35505 -0.3 0.0 -0.1
H -0.59917 3.97596 -6.14114 -0.1 -0.1 0.0
H -0.41781 4.45887 -4.43835 0.5 -0.1 -0.2
C 2.90185 1.62115 6.30476 1.2 0.6 -0.3
H -3.06791 4.12179 1.48631 0.3 -0.3 0.0
H -1.32483 5.87663 -2.04531 -0.3 -0.4 -0.6
O 0.87167 -3.76474 1.73823 0.2 0.1 -0.5
H 0.20594 5.00657 1.83724 -0.5 0.7 -0.3
H -3.09715 2.67555 -1.60447 -0.2 -0.2 0.8
H 3.75744 2.32941 3.58848 0.3 0.3 0.1
H -0.74125 0.95275 3.17820 0.4 0.6 -0.2
O -0.07327 4.11626 1.61142 -0.3 0.4 1.3
H -0.37365 -5.16548 -1.52378 -0.2 0.0 0.4
C -4.71047 0.24551 -0.86321 -0.4 -0.1 -0.4
C 3.42589 2.87001 1.55109 2.4 -1.7 0.7
H 2.51085 -3.55100 -0.99112 -0.1 -0.3 0.0
C -2.32767 -4.44319 -3.17991 0.8 -1.1 -0.3
H -2.21590 -0.57980 -6.18716 0.5 0.0 0.1
C -3.72235 2.21725 -2.37075 1.2 -0.1 0.7
H -3.30578 -5.57445 0.09511 0.5 -0.3 0.0
H -5.65140 -0.29751 -0.77437 -0.6 0.4 0.0
H -2.98727 1.57591 -2.85701 -0.4 -0.4 -0.4
H 4.24616 -1.83890 -0.45983 0.0 0.0 0.0
O -2.23746 4.77999 -5.08978 -1.1 1.1 -0.6
H 4.52078 -3.41719 0.32790 -0.3 0.2 0.4
C 3.85375 2.54332 0.12350 -0.7 -0.5 -0.4
O -1.46085 -5.66467 1.20166 -1.2 -0.5 -0.9
C 4.51501 -2.88270 -0.62204 -0.4 -1.3 0.6
H 2.36654 2.52928 6.02756 -0.4 -0.1 0.1
H -3.13430 -4.56862 1.54817 -0.5 0.1 -0.1
H -0.32096 -1.98169 -2.82126 0.1 0.2 0.2
H -1.70256 -4.94927 -3.91559 0.6 0.6 -0.4
H 3.74836 0.92899 2.64951 0.0 -0.1 -0.8
C -2.61860 -4.95131 0.66743 1.3 0.4 1.5
C -1.73663 1.19651 2.80685 -0.2 -1.8 0.8
H -1.46795 3.97082 -2.14935 -0.1 0.6 -0.9
H 5.19163 1.96324 2.58611 0.0 0.0 0.0
O -0.96187 -0.40323 -0.46167 -0.6 0.8 -0.3
H 4.27107 -0.75713 5.11682 0.1 0.4 0.1
O 1.20334 0.08071 6.20502 -2.9 -0.8 -0.2
H 4.63157 2.02976 -3.30618 -0.1 -0.1 0.3
H 3.50897 -5.87593 -1.40892 -0.2 0.4 0.5
H -4.58376 4.42689 0.77107 -0.7 -0.1 0.0
H -2.17186 0.19999 2.73190 -0.3 -0.2 -0.1
H -2.28882 -4.08252 0.09774 -0.1 -0.2 -0.2
H 3.30395 1.66203 -0.20686 -0.2 0.0 -0.2
H -2.43347 -1.62190 -3.89217 0.6 -0.3 0.1
C -0.25288 -4.10192 -1.72961 -0.5 -0.7 0.9
H -1.34706 3.03440 -4.75047 0.4 -0.6 -0.5
H 1.92515 1.60739 -3.51396 0.0 -0.2 -0.1
O -3.09983 -1.14667 -4.39388 0.1 0.9 -0.2

2.
49
Properties=species:S:1:pos:R:3:forces:R:3 method="wB97M-V/def2-TZVPD" charge=-1 e_above_lowest_kcal_mol=18.6 total_energy_ha=-3726.22959
F 3.96844 4.95698 -0.30405 0.1 0.0 0.2
C 0.44747 -0.23035 2.27695 0.2 0.2 0.3
C -0.71261 -1.83855 -1.43416 0.0 0.1 0.1
N 3.33115 0.18555 0.33988 -0.6 0.2 0.6
C -0.50798 4.12203 -1.58022 0.1 0.3 0.0
N -5.22603 -2.58169 3.09509 0.0 0.0 0.0
C 1.49170 0.76164 1.99495 -0.6 0.5 0.2
H -2.17875 -4.88009 -1.18576 0.1 0.1 0.0
H -1.52271 4.48943 -1.60447 0.0 0.0 0.0
C -4.14559 -2.76880 2.73298 0.2 0.0 -0.1
C -1.44203 -4.13328 -1.44938 0.0 0.0 -0.2
H -1.05164 2.06527 -1.82124 0.0 -0.1 0.0
C 0.57681 -1.55216 1.86726 0.3 -0.3 -0.1
H 0.40828 6.02717 -1.16274 0.0 0.0 0.0
C -0.23151 -4.49475 -2.01987 0.1 0.1 0.0
C 2.99397 5.46484 -1.04703 -0.3 -0.3 -0.2
Ti 1.73214 0.62104 -0.90336 1.9 -0.3 -0.6
O -2.08503 0.06569 -0.99267 -0.1 0.1 0.0
C -0.25710 2.79097 -1.71663 0.1 -0.2 0.0
H -0.02027 -5.53623 -2.22635 0.0 0.0 0.0
O 0.08025 0.15563 -0.43704 -1.2 -0.6 -0.1
F 3.53979 5.87061 -2.21103 0.1 0.1 -0.1
C -2.83532 -3.07022 2.26178 -0.2 -0.2 -0.1
C 0.57978 4.97394 -1.33899 -0.3 0.0 0.0
C -0.81185 0.06939 2.79826 -0.1 0.2 0.0
C -1.84222 -0.83987 2.84038 -0.2 0.0 0.0
F -1.06665 1.31457 3.23991 0.1 -0.1 -0.1
C 2.54737 0.47630 1.20605 0.9 -0.6 -0.6
C 0.73115 -3.53506 -2.30900 0.0 -0.1 0.0
H 1.67323 -3.82160 -2.75872 0.0 0.0 0.0
C 1.86241 4.49620 -1.29956 0.2 0.0 0.0
C -1.00904 -0.45961 -0.97311 0.3 0.0 0.2
C 0.50830 -2.19734 -2.00804 0.1 0.0 -0.1
F 2.54538 6.56845 -0.42508 0.0 0.1 0.0
S 3.56513 2.28163 -1.72452 -0.2 -0.2 0.0
C -1.68332 -2.79770 -1.17438 0.0 -0.1 0.0
C -2.73218 -4.32969 1.60364 0.0 0.3 0.4
N -2.69021 -5.35927 1.08040 -0.1 -0.1 0.0
N 1.00708 2.30846 -1.70583 -0.4 1.0 0.0
C 2.08928 3.12156 -1.56347 -0.2 0.3 -0.3
N 1.38358 3.29498 2.52544 0.0 0.1 0.0
H -2.60704 -2.48431 -0.70463 0.0 0.0 0.0
C -1.74711 -2.15771 2.34022 0.1 0.1 0.0
C 1.39404 2.16123 2.32966 0.0 -0.4 0.0
F -0.15317 -3.70091 1.44893 -0.1 0.1 0.1
S 1.79553 -1.04269 -2.49315 -0.2 0.1 0.4
F 1.76366 -1.96146 1.35469 -0.4 0.0 0.1
C -0.44428 -2.46466 1.89585 0.1 -0.2 0.0
F -3.01227 -0.40555 3.34215 0.1 -0.1 0.0

3.
61
Properties=species:S:1:pos:R:3:forces:R:3 method="wB97M-V/def2-TZVPD" charge=+2 e_above_lowest_kcal_mol=27.8 total_energy_ha=-8146.90426 spin_multiplicity=2 s2=1.1782
C -4.24651 5.41132 -3.76395 0.0 0.1 -0.2
F -4.16866 7.41350 -2.54962 0.0 0.0 0.0
H 4.15921 -3.18499 0.63528 0.0 0.0 0.0
C -4.10466 4.03340 -3.81087 0.0 0.0 -0.1
C 3.38169 -3.90316 0.90123 0.0 0.0 0.0
N 1.46844 -2.23120 1.11570 0.2 0.0 -0.2
N 1.46632 -1.57341 -0.11025 0.0 0.1 -0.3
F -3.54587 2.03680 -2.72842 0.0 0.0 0.0
C -6.85738 1.44330 0.67024 0.0 0.1 0.0
C 0.56244 -1.88617 2.02912 -0.2 0.3 0.2
C -6.68125 0.11087 1.00338 -0.1 -0.1 0.1
C -3.13874 4.59219 3.90007 -0.1 0.0 0.1
F -3.80694 4.43819 5.03169 0.0 0.0 0.0
C -2.21473 5.61657 3.77770 0.1 0.1 0.2
C -3.44893 4.03265 -1.47429 0.1 0.0 -0.4
H 3.81570 -4.66028 1.54928 0.0 0.0 0.0
N 0.80162 -2.67482 3.05345 0.3 -0.4 0.2
C 0.87670 3.01337 -3.19890 0.1 0.1 -0.1
H 1.23183 -2.24055 -0.84784 0.1 0.0 0.0
N -0.41668 3.79021 -5.06706 0.1 -0.3 0.2
C -3.34864 3.73273 2.83834 0.1 0.0 -0.1
F -5.23580 -1.72046 1.31269 0.0 0.0 0.0
F -4.24166 2.75518 3.00150 0.0 0.0 -0.1
H 0.29840 -2.71606 3.93027 0.0 0.0 0.0
C -4.01446 6.10084 -2.58497 0.0 0.2 0.0
C -4.34450 0.34475 0.62759 0.0 -0.1 0.0
F -7.71447 -0.62428 1.35975 0.0 0.0 0.0
C -0.87882 2.54863 -5.23987 0.1 0.4 0.0
C -5.75517 2.19990 0.31924 0.0 0.0 0.0
Ge -3.01293 2.92568 0.02610 -0.6 -0.4 0.3
F -5.94686 3.49502 0.05043 0.0 0.1 0.0
C -1.69162 4.88256 1.58347 0.0 -0.1 0.0
H -0.90991 0.48620 -4.62368 0.0 0.0 0.0
H 0.81785 5.01808 -3.96344 0.0 0.0 0.0
N 1.85849 -3.52317 2.82785 -0.3 0.3 -0.1
C -3.70343 3.37491 -2.67150 0.1 0.1 0.1
C -2.64922 3.87718 1.64649 0.4 0.1 0.1
F -8.06226 1.98183 0.71734 0.0 0.0 0.0
H -1.56526 2.39854 -6.06491 0.0 0.0 0.0
C 0.37250 1.74278 -3.40868 0.1 0.0 -0.3
F -4.34754 3.37252 -4.93514 0.1 0.0 0.0
C -3.62887 5.40839 -1.45330 0.0 -0.1 0.0
C 2.26936 -3.24953 1.62909 0.0 -0.1 0.0
Se 1.00343 0.31435 -2.32140 -0.3 0.1 -0.1
F -0.55244 6.71136 2.52645 0.0 0.0 0.0
Ir -0.02319 0.21448 -0.25411 2.1 -2.1 0.3
H 1.57658 3.24083 -2.40530 0.0 0.0 0.0
C -4.46911 1.67402 0.28995 -0.1 0.0 0.0
C -1.46602 5.75828 2.61765 0.1 0.1 0.0
S -1.00917 2.04018 -0.78056 -1.0 1.1 0.5
C -0.51224 1.47483 -4.43609 0.0 0.0 -0.1
F -4.59869 6.06815 -4.84925 0.0 0.0 0.0
S -0.61916 -0.66803 1.83172 -0.9 0.8 0.0
H 3.02386 -4.38788 -0.00877 0.0 0.0 0.0
F -3.12382 -0.22864 0.63612 0.1 0.0 0.0
C 0.44565 4.00611 -4.07092 -0.2 0.0 -0.2
F -0.95924 5.00225 0.46282 -0.1 0.0 0.0
F -3.45772 6.10340 -0.32946 0.0 0.0 0.0
F -2.02348 6.44677 4.78066 0.0 0.0 0.0
C -5.41497 -0.44694 0.97883 0.0 -0.1 0.1
H 2.39375 -1.18832 -0.29162 0.0 -0.1 0.0